{
  "formula": "C70H55F3NO9",
  "method": "ωB97M-V with the def2-TZVPD basis set",
  "gap_ev": [7.76, 7.86],
  "multiplicity": 2,
  "e_tot_ha": -3731.937878,
  "elements": ["H", "C", "C", "N", "C", "H", "C", "H", "H", "H", "H", "C", "C", "H", "H", "C", "C", "H", "C", "H", "C", "C", "C", "C", "C", "H", "H", "C", "H", "H", "C", "H", "C", "H", "C", "H", "C", "C", "H", "C", "H", "C", "C", "H", "C", "H", "H", "C", "H", "H", "F", "C", "F", "H", "C", "O", "C", "H", "C", "H", "H", "O", "C", "H", "C", "H", "C", "C", "C", "H", "C", "C", "C", "O", "C", "C", "H", "C", "C", "O", "H", "C", "C", "H", "H", "C", "C", "H", "H", "C", "O", "H", "C", "H", "H", "H", "O", "H", "C", "C", "C", "C", "H", "C", "H", "C", "H", "H", "C", "C", "C", "H", "C", "C", "C", "H", "H", "H", "C", "C", "O", "C", "H", "C", "C", "C", "C", "H", "H", "H", "C", "O", "H", "O", "C", "C", "C", "F"],
  "coordinates": [[-0.500687, -2.751537, -1.361183], [2.870250, -3.039236, -0.459273], [2.246040, -0.160078, -0.704752], [3.650352, -0.625402, -0.644153], [-2.138625, -4.682948, 4.792619], [3.218495, -3.341947, 0.528708], [-5.472491, 2.786482, -3.598600], [-3.639676, 7.032360, -3.925087], [5.972271, -1.627982, -0.811950], [-1.037582, 3.775066, -2.956945], [-2.540475, -1.276772, 0.403325], [-6.373064, 0.762477, -1.918534], [-2.615685, -5.469401, 5.842649], [-0.309864, -3.312015, 0.760740], [0.246422, -0.795049, -0.417794], [-2.664599, 1.893568, -8.733709], [-6.822142, 2.444495, -3.576401], [-2.297160, 0.224579, -10.022133], [-3.597204, -1.502591, 0.469988], [-1.604040, -7.107379, 2.497574], [6.186218, 6.069337, 3.391558], [-5.395705, -2.817926, 1.375744], [7.504820, 5.862877, 3.801023], [-2.752386, 4.375953, -5.823476], [-2.009958, -4.909685, -1.391065], [-0.702062, -0.852595, -8.467417], [-8.321437, 1.177159, -2.714200], [-2.488176, -0.649687, 7.656030], [1.105229, 1.093535, -2.005691], [-3.320852, -3.109763, 1.857152], [3.837953, -2.026682, -1.112951], [-4.020809, 6.071771, -6.166161], [-0.914172, -5.128734, -2.088485], [-5.738566, -3.617756, 2.019771], [7.426079, 7.900690, 5.070767], [-3.299542, -0.961253, 9.620407], [-1.497535, 1.868656, -6.623348], [-5.874916, -1.061419, -0.192516], [5.582120, -3.222241, -1.404057], [-2.710510, -6.846521, 5.687316], [4.554869, 3.025847, 1.075944], [3.799207, -2.201541, -2.638886], [-4.512913, -0.761275, -0.268222], [-3.629105, -3.384795, 9.297537], [-1.691093, 4.275601, -3.659619], [5.296159, -2.858572, 0.318233], [0.973714, -5.197041, -1.109060], [-3.028948, -4.848636, 7.130961], [-1.735592, -0.633416, 5.649737], [9.136875, 6.614592, 4.971932], [-1.057534, -5.935342, -3.146928], [-1.782299, -5.273430, 3.587243], [-3.150599, -4.780662, -1.992463], [-2.157031, 5.874913, -2.315179], [-1.173556, 0.083468, -8.196549], [-8.053845, -0.556058, -0.930008], [-2.319783, 5.455770, -3.299833], [5.580359, 8.996163, 4.975522], [-2.067626, 0.691126, -9.072717], [7.904795, 8.611294, 5.732498], [-2.332759, 0.411459, 7.802787], [4.354066, 5.266065, 2.151863], [-2.150676, -1.234878, 6.447491], [0.825584, -2.575866, -2.524090], [1.373561, -2.615971, -0.379732], [1.065805, -2.891353, 1.763368], [-5.017769, 1.091092, -1.958674], [7.571273, 3.670575, 2.485868], [1.793446, 0.264034, -2.123768], [1.196278, -0.944246, 1.024036], [1.233034, -1.106522, -0.051235], [5.591179, 2.888362, 1.351942], [-4.027050, 0.349152, -1.130374], [-3.745399, 4.354507, -7.957236], [-6.312098, -2.085831, 0.638610], [-2.341099, -2.598419, 6.259913], [2.646884, 0.679136, -2.666267], [-4.574576, 2.109527, -2.791699], [5.499709, 7.202536, 3.810319], [-1.589746, -2.524917, 4.030157], [3.083974, 1.767327, -0.079019], [-1.991013, -3.210473, 4.950022], [-1.884570, -6.646638, 3.436456], [8.141673, 0.693971, 0.984267], [5.765332, 0.996305, 0.366221], [-3.155104, 6.105648, -4.204880], [8.255388, 2.535483, 2.069259], [-2.411735, -8.507647, 4.370987], [1.010716, -4.771074, -2.796037], [6.271970, 1.750437, 0.951790], [-0.465038, 1.931060, -4.504896], [2.812258, -2.009224, -3.057695], [-0.889992, 0.669650, -6.974689], [9.292100, 2.398948, 2.346843], [4.481317, 7.366813, 3.484424], [4.034430, -3.226663, -2.918630], [-2.847715, 0.639702, -1.163742], [-5.122536, 3.578243, -4.249738], [-2.378671, 2.489980, -7.511855], [-7.272035, 1.439321, -2.734767], [2.205225, 1.158449, 0.124308], [8.267235, 4.669467, 3.340389], [1.157844, -4.394941, 0.857521], [7.607527, 1.579742, 1.304395], [2.183841, 0.900402, 1.181571], [-6.868466, -0.304959, -1.005428], [-7.523212, 2.965368, -4.216121], [-3.356961, 2.367944, -9.416302], [-3.018286, 3.789432, -7.166136], [-2.861694, -3.378199, 7.295282], [-3.028274, -1.422512, 8.679398], [2.929482, -3.946287, -1.068366], [-1.216055, 2.467970, -5.291080], [5.496591, 5.079066, 2.519099], [-3.214077, -2.782978, 8.500153], [-7.367828, -2.312358, 0.705158], [-3.524603, 2.369136, -2.809130], [-0.198989, 0.194836, -6.290962], [0.473490, -4.585605, -1.863835], [-3.369672, 5.568259, -5.463784], [4.105463, -0.560592, 0.570431], [8.118821, 6.779929, 4.645360], [1.275045, 1.693050, -0.056504], [-4.036749, -2.530843, 1.286444], [0.524099, -3.053011, -1.592076], [0.778540, -3.372835, 0.828521], [-2.341632, -7.433864, 4.488939], [-3.069320, -7.458300, 6.504252], [4.525638, -1.539367, -3.113229], [1.361474, -0.551737, -2.696447], [-1.902717, 3.733338, -4.921787], [-3.485356, -5.526441, 8.028524], [-1.422861, -4.671298, 2.762583], [9.428181, 4.514063, 3.661520], [5.277090, -2.457641, -0.686517], [6.237209, 3.854223, 2.113569], [6.118092, 8.115693, 4.647384], [-2.126924, -4.856681, -0.100291]],
  "forces_ev_per_a": [[0.051, 0.295, -0.201], [-0.700, 0.471, -0.434], [-0.881, 2.396, -0.043], [-1.135, -2.044, 1.340], [-0.035, 0.037, 0.073], [0.037, 0.389, 0.114], [-0.099, -0.032, -0.007], [0.005, -0.014, -0.004], [0.003, 0.015, 0.224], [0.012, -0.099, -0.116], [-0.045, 0.112, -0.044], [0.107, -0.007, -0.004], [0.067, 0.079, -0.081], [-0.018, -0.363, 0.204], [0.042, 0.129, 0.082], [-0.018, -0.103, -0.146], [0.068, -0.031, 0.053], [0.010, 0.012, 0.010], [0.078, -0.117, 0.077], [-0.006, 0.013, 0.010], [0.128, -0.032, 0.027], [0.062, 0.047, -0.042], [-0.133, 0.009, -0.024], [0.085, -0.063, 0.059], [0.394, -0.176, -0.774], [-0.009, 0.013, 0.005], [0.041, -0.077, 0.105], [-0.031, -0.054, 0.036], [-0.416, -0.262, -0.245], [0.002, 0.053, 0.014], [1.627, -1.349, -0.483], [0.030, -0.108, -0.075], [1.518, 0.079, 0.768], [0.006, 0.002, -0.008], [-0.057, -0.006, -0.038], [0.004, -0.009, -0.014], [-0.078, 0.090, -0.083], [0.089, 0.055, -0.034], [0.117, -0.183, 0.277], [-0.010, -0.175, -0.048], [0.012, 0.116, 0.069], [-0.485, 0.663, -0.071], [-0.120, -0.041, -0.019], [0.031, -0.100, -0.086], [0.016, 0.148, 0.171], [0.197, 0.151, 0.143], [0.174, 0.248, 0.084], [-0.146, -0.175, 0.295], [-0.016, -0.114, -0.068], [-0.009, -0.107, -0.094], [-0.188, 0.423, -1.493], [0.019, -0.236, -0.196], [-1.799, -0.783, -0.237], [-0.003, -0.011, -0.012], [-0.045, 0.035, -0.026], [0.063, 0.011, -0.006], [-0.054, 0.030, -0.089], [0.007, -0.013, -0.004], [0.043, -0.004, 0.057], [-0.004, -0.009, -0.014], [-0.009, -0.015, -0.007], [0.058, 0.011, 0.034], [0.012, 0.170, 0.045], [-0.090, 0.165, 0.108], [0.394, -0.397, 0.898], [0.113, -0.068, 0.012], [-0.064, -0.076, 0.051], [-0.120, 0.068, -0.003], [0.937, -0.213, 0.191], [0.352, -0.143, 0.061], [-0.247, -0.531, -0.927], [-0.001, -0.124, -0.092], [0.367, 0.093, -0.018], [0.028, -0.031, 0.057], [0.004, -0.142, 0.121], [-0.031, -0.098, 0.090], [0.006, -0.152, -0.102], [0.071, 0.136, -0.130], [-0.053, 0.154, 0.084], [-0.034, -0.052, 0.005], [-0.156, 0.168, -0.099], [0.121, 0.236, -0.238], [-0.026, -0.028, 0.050], [-0.012, 0.008, 0.007], [-0.025, 0.000, 0.055], [0.045, -0.061, 0.009], [0.051, -0.180, -0.064], [-0.004, 0.016, 0.002], [-0.063, -0.252, 0.016], [0.135, 0.051, -0.035], [0.112, -0.097, -0.044], [0.077, 0.192, -0.055], [0.056, -0.146, -0.072], [-0.026, 0.113, 0.076], [0.019, -0.126, -0.058], [0.148, -0.047, 0.208], [-0.045, -0.014, -0.003], [0.010, -0.005, 0.015], [0.077, -0.047, 0.134], [-0.067, 0.127, -0.120], [-0.088, -0.746, 0.406], [0.350, -0.088, 0.066], [-0.407, -0.129, 0.034], [-0.070, 0.064, 0.004], [0.344, 0.185, 0.062], [-0.337, -0.092, 0.025], [0.008, -0.004, 0.014], [0.009, 0.100, 0.092], [-0.219, 0.141, -0.252], [0.045, 0.052, -0.135], [0.028, 0.018, -0.060], [0.070, -0.034, 0.066], [0.115, -0.182, 0.265], [-0.349, 0.008, -0.133], [-0.019, 0.101, 0.138], [-0.009, 0.095, -0.098], [0.009, -0.101, 0.068], [-0.042, 0.100, 0.085], [0.060, -0.405, 0.113], [-0.068, 0.159, 0.099], [0.217, 0.653, -0.326], [0.049, 0.142, 0.109], [0.090, 0.108, -0.262], [-0.060, -0.023, 0.027], [-0.048, -0.341, 0.233], [0.125, 0.423, -0.073], [0.017, 0.054, -0.050], [-0.026, 0.127, 0.056], [-0.065, 0.015, -0.070], [-0.137, 0.192, -0.095], [-0.110, 0.118, -0.086], [0.029, 0.031, -0.059], [0.022, 0.136, 0.124], [-0.058, 0.028, -0.002], [-0.486, 0.108, -0.914], [0.114, -0.003, 0.070], [0.056, -0.028, 0.007], [0.115, 1.134, 1.255]],
  "lowdin_spin": [0.000, 0.015, 0.028, 0.348, 0.000, 0.003, 0.000, 0.000, 0.000, 0.000, 0.000, 0.000, 0.000, 0.000, 0.001, 0.000, 0.000, 0.000, 0.000, 0.000, 0.000, 0.000, 0.000, 0.000, 0.000, 0.000, 0.000, 0.000, 0.000, 0.000, 0.027, 0.000, 0.000, 0.000, 0.000, 0.000, 0.000, 0.000, 0.000, 0.000, 0.000, 0.001, 0.000, 0.000, 0.000, 0.000, 0.000, 0.000, 0.000, 0.000, 0.000, 0.000, 0.000, 0.000, 0.000, 0.000, 0.000, 0.000, 0.000, 0.000, 0.000, 0.000, 0.000, 0.000, 0.001, 0.000, 0.000, 0.000, 0.002, 0.003, 0.015, 0.000, 0.000, 0.000, 0.000, 0.000, 0.002, 0.000, 0.000, 0.000, 0.000, 0.000, 0.000, 0.000, 0.001, 0.000, 0.000, 0.000, 0.000, 0.002, 0.000, 0.000, 0.000, 0.000, 0.000, 0.000, 0.000, 0.000, 0.000, 0.000, 0.000, 0.000, 0.000, 0.000, 0.000, 0.000, 0.000, 0.000, 0.000, 0.000, 0.000, 0.001, 0.000, 0.000, 0.000, 0.000, 0.000, 0.000, 0.000, 0.000, 0.551, 0.000, 0.000, 0.000, 0.000, 0.001, 0.000, 0.000, 0.001, 0.000, 0.000, 0.000, 0.000, 0.000, 0.000, 0.000, 0.000, 0.000]
}